Formula: C30H51IO17
Source: the OMol25 dataset
Level of theory: the ωB97M-V functional and the def2-TZVPD basis

The total energy comes out at -74844.1874 eV. Its multiplicity is 1. The calculation puts the frontier orbital gap at 8.5581 eV. The SMILES is CCCCCC1=C(CCC)C(=O)C(I)=C(C)C1=O.COC(=O)OC.COC(=O)OC.COC(=O)OC.COC(=O)OC.COC(=O)OC.

Each line ends with the Mulliken charge.
Atoms and positions in Å:
C1 4.26 1.93 0.66  -1.18
C2 3.89 2.09 -0.80  -0.04
C3 3.09 3.33 -1.14  -1.31
C4 2.03 3.70 -0.15  -0.77
C5 0.74 2.98 -0.46  -0.54
C6 -0.40 3.28 0.42  0.58
C7 -1.54 2.64 0.28  1.25
C8 -1.71 1.59 -0.76  -0.83
C9 -3.03 0.83 -0.76  -0.35
C10 -3.04 -0.32 0.23  -1.44
C11 -2.64 3.02 1.17  0.20
O1 -3.41 2.26 1.67  -0.54
C12 -2.70 4.47 1.44  -0.68
I1 -4.58 5.37 1.56  0.08
C13 -1.59 5.11 1.61  0.78
C14 -1.47 6.53 1.94  -2.01
C15 -0.36 4.31 1.47  0.08
O2 0.58 4.53 2.18  -0.65
H1 4.35 2.86 1.18  0.41
H2 5.14 1.34 0.80  0.43
H3 3.47 1.40 1.15  0.19
H4 3.42 1.18 -1.14  -0.16
H5 4.81 2.15 -1.35  0.47
H6 2.58 3.11 -2.06  0.43
H7 3.74 4.14 -1.38  0.43
H8 2.31 3.61 0.87  0.49
H9 1.82 4.75 -0.29  0.48
H10 0.91 1.92 -0.56  0.24
H11 0.45 3.34 -1.43  0.42
H12 -1.61 2.07 -1.72  0.42
H13 -0.89 0.91 -0.70  0.22
H14 -3.80 1.53 -0.54  0.50
H15 -3.17 0.46 -1.76  0.14
H16 -2.10 -0.43 0.73  0.28
H17 -3.74 -0.11 1.00  0.23
H18 -3.34 -1.24 -0.24  0.51
H19 -2.18 6.83 2.68  0.53
H20 -1.63 7.08 1.03  0.37
H21 -0.47 6.72 2.26  0.40
C16 -2.32 -0.69 4.13  -0.63
O3 -0.96 -0.37 3.84  -0.24
C17 -0.54 0.78 4.36  0.54
O4 -1.20 1.54 5.02  -0.60
O5 0.73 0.96 4.00  0.12
C18 1.32 2.17 4.48  -0.72
H22 -2.53 -1.64 3.66  0.23
H23 -2.48 -0.78 5.20  0.31
H24 -2.99 0.07 3.72  0.21
H25 1.34 2.20 5.56  0.38
H26 0.80 3.03 4.08  0.15
H27 2.34 2.18 4.10  0.23
C19 -4.73 3.56 -3.98  -0.70
O6 -4.02 2.35 -3.74  -0.15
C20 -3.92 1.54 -4.80  0.64
O7 -4.37 1.76 -5.90  -0.58
O8 -3.24 0.46 -4.43  -0.19
C21 -3.05 -0.51 -5.47  -0.67
H28 -4.73 4.11 -3.05  0.20
H29 -4.23 4.15 -4.75  0.32
H30 -5.75 3.35 -4.28  0.31
H31 -2.48 -0.09 -6.29  0.29
H32 -4.00 -0.88 -5.83  0.32
H33 -2.49 -1.33 -5.03  0.20
C22 -3.95 -5.68 -2.75  -0.59
O9 -2.75 -6.34 -3.16  -0.33
C23 -1.91 -5.56 -3.84  0.88
O10 -2.08 -4.40 -4.11  -0.54
O11 -0.84 -6.29 -4.15  -0.34
C24 0.17 -5.58 -4.88  -0.62
H34 -4.54 -6.42 -2.21  0.22
H35 -3.73 -4.85 -2.08  0.24
H36 -4.51 -5.33 -3.61  0.29
H37 0.54 -4.73 -4.31  0.26
H38 -0.22 -5.25 -5.84  0.31
H39 0.98 -6.27 -5.06  0.22
C25 6.34 -2.82 2.87  -0.59
O12 5.63 -1.72 3.44  -0.31
C26 4.53 -2.06 4.12  0.84
O13 4.12 -3.18 4.27  -0.56
O14 3.98 -0.95 4.60  -0.34
C27 2.79 -1.15 5.36  -0.62
H40 7.20 -2.40 2.36  0.23
H41 6.68 -3.50 3.65  0.30
H42 5.72 -3.35 2.15  0.23
H43 2.99 -1.78 6.23  0.41
H44 2.01 -1.60 4.74  0.28
H45 2.46 -0.18 5.70  0.12
C28 3.05 -1.92 -0.59  -0.47
O15 2.19 -2.86 -1.24  -0.34
C29 1.99 -4.00 -0.59  0.70
O16 2.49 -4.32 0.45  -0.59
O17 1.14 -4.72 -1.31  -0.14
C30 0.83 -6.00 -0.74  -0.66
H46 3.12 -1.06 -1.25  0.11
H47 2.63 -1.61 0.36  0.25
H48 4.05 -2.33 -0.45  0.33
H49 0.36 -5.89 0.23  0.33
H50 1.72 -6.61 -0.66  0.32
H51 0.13 -6.49 -1.42  0.13